No. 1
# C27H22N3O2PdS

A molecular structure, C27H22N3O2PdS (wB97M-V/def2-TZVPD, the Open Molecules 2025 dataset).

```
56
C27H22N3O2PdS wB97M-V/def2-TZVPD
Pd 0.51688 0.28812 0.52923
C 2.91405 2.94811 -2.13571
C 2.94741 2.17350 -3.31949
C 2.32339 0.97172 -3.33214
C 1.67741 0.48536 -2.17698
C 1.71908 1.18156 -0.98883
C 2.39702 2.40254 -0.96444
C 1.05070 -0.84244 -2.25959
C 0.93972 -1.64593 -3.49212
C 0.24837 -2.83017 -3.51911
C -0.43953 -3.23158 -2.31160
C -1.22222 -4.38594 -2.28779
C -1.92275 -4.72666 -1.20043
C -1.69229 -3.99273 -0.00890
C -0.88506 -2.88192 0.06330
C -0.29099 -2.42991 -1.11935
N 0.48070 -1.27338 -1.16608
H 3.37504 3.95178 -2.13036
H 3.45527 2.52498 -4.19411
H 2.28777 0.47943 -4.23362
H 2.54375 3.03216 -0.10662
H 1.46190 -1.23451 -4.38485
H 0.18001 -3.44087 -4.39491
H -1.25295 -5.05030 -3.09363
H -2.58215 -5.61275 -1.05413
H -2.14781 -4.36974 0.84294
H -0.59048 -2.46123 1.04573
O 0.26526 -2.32753 3.53008
C 0.69917 -1.28183 3.07386
O 1.17148 -1.18923 1.89506
C 0.88022 -0.13128 4.03776
C 1.54305 -0.33077 5.24277
C 1.79019 0.74168 6.09600
C 1.43361 2.02680 5.68592
C 0.74622 2.28183 4.51838
C 0.46594 1.17621 3.68400
S -0.52788 1.53687 2.23307
H 1.92788 -1.30230 5.54813
H 2.29650 0.51696 7.03241
H 1.80801 2.82630 6.36624
H 0.52480 3.21447 4.06986
C -2.96530 -0.20968 0.84294
C -2.57749 0.66611 -0.26128
C -2.33842 2.01462 -0.26376
C -1.75501 2.27147 -1.51312
N -1.69741 1.19990 -2.26759
N -2.16919 0.21506 -1.49598
C -1.32435 3.61347 -2.12198
H -2.58020 -1.22062 0.86474
H -4.08556 -0.27988 0.86539
H -2.70092 0.21059 1.72296
H -2.54880 2.70965 0.54208
H -1.99972 -0.80254 -1.71888
H -1.43562 3.59187 -3.22114
H -0.30380 3.90273 -1.83777
H -2.03491 4.32986 -1.75655
```

## Properties
- E_HOMO (spin up / spin down) (eV) = -3.7 / -4.5
- orbital gap (spin up / spin down) (eV) = 6.04 / 6.64
- F_max (eV/Å) = 3.8
- LUMO energy (spin up / spin down) (eV) = 2.3 / 2.1
- relative energy (zero: lowest compared OMol25 entry of this formula, charge and spin) (kcal per mole) = 3.36
- energy (eV) = -51237.07074
- net charge = -1
- 2S+1 = 3

***

No. 2
# C27H22N6O2RuS

A molecular structure, C27H22N6O2RuS (wB97M-V/def2-TZVPD, the Open Molecules 2025 dataset).

```
59
C27H22N6O2RuS wB97M-V/def2-TZVPD
Ru -0.53626 -0.47668 0.32824
C 0.74483 1.83984 -3.15415
C 0.26421 3.13608 -2.84551
C -0.35109 3.35748 -1.64970
C -0.51275 2.29621 -0.72014
N -0.03724 1.04246 -1.03945
C 0.56662 0.85164 -2.21579
C -1.13286 2.40296 0.54478
C -1.65152 3.60020 1.10176
C -2.19520 3.59766 2.35079
C -2.23590 2.39110 3.09047
C -1.72854 1.25853 2.50614
N -1.20044 1.23144 1.27297
H 1.24631 1.62296 -4.08677
H 0.38462 3.94821 -3.55229
H -0.72064 4.34362 -1.40384
H 0.92079 -0.15649 -2.39617
H -1.60604 4.51664 0.52977
H -2.58692 4.51423 2.77469
H -2.64912 2.34793 4.08763
H -1.73658 0.30443 3.01390
N 6.62079 1.61730 -3.71111
C 5.87222 1.20990 -2.59258
C 4.62144 1.77210 -2.33860
C 3.90468 1.40239 -1.21467
C 4.42510 0.46226 -0.33724
C 5.66532 -0.10064 -0.57858
C 6.39046 0.27660 -1.69822
S 3.47989 0.01080 1.09631
O 4.21325 -1.02620 1.78258
O 3.22055 1.23374 1.81156
N 2.07690 -0.49030 0.50789
C 2.00752 -1.57228 -0.27018
N 0.71350 -1.87916 -0.58435
C 0.46295 -2.96656 -1.29746
C 1.48782 -3.76733 -1.76594
C 2.78016 -3.34578 -1.46249
N 3.05721 -2.27736 -0.74022
H 6.05216 1.95781 -4.47113
H 7.26873 0.91657 -4.03673
H 4.21234 2.50547 -3.02528
H 2.93625 1.84018 -1.01484
H 6.04097 -0.84665 0.10853
H 7.36449 -0.16165 -1.88812
H -0.57913 -3.18315 -1.49832
H 1.29034 -4.65591 -2.34614
H 3.63934 -3.90240 -1.82761
C -1.92463 -1.43264 0.34635
C -3.10466 -1.93112 -0.33311
C -3.40716 -1.48960 -1.62508
C -4.52073 -1.97184 -2.29135
C -5.35610 -2.89711 -1.67890
C -5.07024 -3.33830 -0.39648
C -3.94990 -2.86188 0.27075
H -2.74787 -0.75866 -2.07879
H -4.74526 -1.62392 -3.29286
H -6.22828 -3.27137 -2.20083
H -5.72242 -4.05882 0.08250
H -3.71007 -3.20353 1.27010
```

## Properties
- E_HOMO (spin up / spin down) (eV) = -2.3 / -3.6
- orbital gap (spin up / spin down) (eV) = 5.07 / 6.39
- F_max (eV/Å) = 0.9
- LUMO energy (spin up / spin down) (eV) = 2.8 / 2.8
- relative energy (zero: lowest compared OMol25 entry of this formula, charge and spin) (kcal per mole) = 1.94
- energy (eV) = -54809.17132
- net charge = -1
- 2S+1 = 2

***

No. 3
# C27H23BFeN5O3S4

A molecular structure, C27H23BFeN5O3S4 (wB97M-V/def2-TZVPD, the Open Molecules 2025 dataset).

```
64
C27H23BFeN5O3S4 wB97M-V/def2-TZVPD
Fe 0.87903 1.19373 1.64624
N 0.03532 3.80970 -1.67617
C 0.39427 2.74587 -0.93689
N 0.31236 2.69058 0.34218
C -0.22830 3.78212 1.03995
N -0.53895 3.64407 2.27217
N -0.18397 2.38115 2.70728
C -0.79635 1.89488 3.76631
C -0.58733 0.51431 3.95119
C -1.16190 -0.22406 5.01022
C -0.92253 -1.55958 5.11267
C -0.07091 -2.16689 4.16433
C 0.44466 -1.41524 3.15228
N 0.17694 -0.09475 2.98132
C -0.52211 5.01430 0.30294
C -0.93550 6.19335 0.92252
C -1.25326 7.30264 0.17128
C -1.16256 7.25314 -1.22506
C -0.74085 6.10543 -1.85306
C -0.41209 4.98870 -1.08477
H 0.11857 3.75463 -2.67593
H 0.80357 1.90101 -1.47825
H -1.44604 2.49106 4.39498
H -1.79085 0.29668 5.72228
H -1.36944 -2.14239 5.90861
H 0.18487 -3.21579 4.22439
H 1.10859 -1.84844 2.41746
H -1.00129 6.20516 2.00321
H -1.57118 8.21327 0.66216
H -1.42248 8.12031 -1.81880
H -0.65744 6.06333 -2.93315
O 7.89114 1.36824 1.94310
C 6.68049 1.32752 1.90069
S 5.75533 1.01898 0.42999
C 4.16308 1.13063 1.15438
C 4.09975 1.38597 2.46297
S 2.60675 1.51841 3.34968
S 5.63065 1.57046 3.29796
S 2.75333 0.92797 0.14485
C -0.90280 -4.73276 -4.63825
C -1.03743 -4.94016 -3.12394
C 0.11527 -5.82968 -2.66063
C -2.35333 -5.67382 -2.83019
C -1.03919 -3.58186 -2.41397
C -2.02709 -2.64802 -2.73328
C -2.10145 -1.39482 -2.11831
C -1.15169 -1.10354 -1.16759
O -0.98455 0.02991 -0.42756
B 0.18592 -0.17510 0.41223
O 0.65313 -1.48750 0.10656
C -0.16826 -2.01521 -0.84215
C -0.08366 -3.25184 -1.44184
H -0.88491 -5.69789 -5.15383
H 0.02173 -4.20018 -4.87254
H -1.73514 -4.15136 -5.03873
H 0.07140 -6.78443 -3.19059
H 0.05838 -6.03865 -1.59013
H 1.08589 -5.37432 -2.86947
H -2.35743 -6.65542 -3.31417
H -3.21481 -5.11162 -3.19513
H -2.48034 -5.81876 -1.75492
H -2.76914 -2.89329 -3.48483
H -2.87725 -0.68461 -2.37675
H 0.71342 -3.92557 -1.15745
```

## Properties
- E_HOMO (spin up / spin down) (eV) = -3.0 / -3.1
- orbital gap (spin up / spin down) (eV) = 4.93 / 5.10
- F_max (eV/Å) = 1.7
- LUMO energy (spin up / spin down) (eV) = 1.9 / 2.0
- energy (eV) = -120373.77916
- net charge = -1
- 2S+1 = 1

***

Please write out number 3 again, unchanged.
# C27H23BFeN5O3S4

A molecular structure, C27H23BFeN5O3S4 (wB97M-V/def2-TZVPD, the Open Molecules 2025 dataset).

```
64
C27H23BFeN5O3S4 wB97M-V/def2-TZVPD
Fe 0.87903 1.19373 1.64624
N 0.03532 3.80970 -1.67617
C 0.39427 2.74587 -0.93689
N 0.31236 2.69058 0.34218
C -0.22830 3.78212 1.03995
N -0.53895 3.64407 2.27217
N -0.18397 2.38115 2.70728
C -0.79635 1.89488 3.76631
C -0.58733 0.51431 3.95119
C -1.16190 -0.22406 5.01022
C -0.92253 -1.55958 5.11267
C -0.07091 -2.16689 4.16433
C 0.44466 -1.41524 3.15228
N 0.17694 -0.09475 2.98132
C -0.52211 5.01430 0.30294
C -0.93550 6.19335 0.92252
C -1.25326 7.30264 0.17128
C -1.16256 7.25314 -1.22506
C -0.74085 6.10543 -1.85306
C -0.41209 4.98870 -1.08477
H 0.11857 3.75463 -2.67593
H 0.80357 1.90101 -1.47825
H -1.44604 2.49106 4.39498
H -1.79085 0.29668 5.72228
H -1.36944 -2.14239 5.90861
H 0.18487 -3.21579 4.22439
H 1.10859 -1.84844 2.41746
H -1.00129 6.20516 2.00321
H -1.57118 8.21327 0.66216
H -1.42248 8.12031 -1.81880
H -0.65744 6.06333 -2.93315
O 7.89114 1.36824 1.94310
C 6.68049 1.32752 1.90069
S 5.75533 1.01898 0.42999
C 4.16308 1.13063 1.15438
C 4.09975 1.38597 2.46297
S 2.60675 1.51841 3.34968
S 5.63065 1.57046 3.29796
S 2.75333 0.92797 0.14485
C -0.90280 -4.73276 -4.63825
C -1.03743 -4.94016 -3.12394
C 0.11527 -5.82968 -2.66063
C -2.35333 -5.67382 -2.83019
C -1.03919 -3.58186 -2.41397
C -2.02709 -2.64802 -2.73328
C -2.10145 -1.39482 -2.11831
C -1.15169 -1.10354 -1.16759
O -0.98455 0.02991 -0.42756
B 0.18592 -0.17510 0.41223
O 0.65313 -1.48750 0.10656
C -0.16826 -2.01521 -0.84215
C -0.08366 -3.25184 -1.44184
H -0.88491 -5.69789 -5.15383
H 0.02173 -4.20018 -4.87254
H -1.73514 -4.15136 -5.03873
H 0.07140 -6.78443 -3.19059
H 0.05838 -6.03865 -1.59013
H 1.08589 -5.37432 -2.86947
H -2.35743 -6.65542 -3.31417
H -3.21481 -5.11162 -3.19513
H -2.48034 -5.81876 -1.75492
H -2.76914 -2.89329 -3.48483
H -2.87725 -0.68461 -2.37675
H 0.71342 -3.92557 -1.15745
```

## Properties
- E_HOMO (spin up / spin down) (eV) = -3.0 / -3.1
- orbital gap (spin up / spin down) (eV) = 4.93 / 5.10
- F_max (eV/Å) = 1.7
- LUMO energy (spin up / spin down) (eV) = 1.9 / 2.0
- energy (eV) = -120373.77916
- net charge = -1
- 2S+1 = 1

***

Which of these has the highest energy?
C27H22N3O2PdS